No. 1
116
Properties=species:S:1:pos:R:3:forces:R:3:lowdin_charge:R:1 method="wB97M-V/def2-TZVPD" homo_lumo_gap_ev=7.425 energy_ha=-5596.45963 charge=+2 molar_mass_g_mol=1105.92
Ba -1.39926 -0.28285 1.75770 -0.1 -0.1 -0.2 1.679
F 0.45940 0.96583 -3.75181 -0.2 -1.2 0.4 -0.262
Ge 0.10123 -0.18864 -2.42142 -1.7 1.2 -1.1 0.883
C -0.81950 -1.70654 -3.21936 0.1 -0.2 -0.4 -0.275
C -1.19414 -1.66222 -4.57189 0.8 -0.3 0.4 -0.058
C -1.54325 -2.86742 -5.18551 -1.1 0.0 -0.7 -0.056
C -1.59325 -4.07746 -4.50251 -0.8 -1.0 0.1 -0.058
C -1.30074 -4.08696 -3.14961 -0.7 -1.7 0.1 -0.096
C -0.95983 -2.91731 -2.51497 0.5 0.1 0.9 -0.385
P -0.48979 -2.98673 -0.73975 -0.7 1.5 0.4 1.084
C -2.01306 -3.17058 0.35283 2.2 -0.2 0.4 -0.438
C -3.29942 -2.91937 -0.01482 -0.4 -0.5 0.7 -0.107
C -4.32677 -3.12481 0.91705 -0.2 0.2 -0.6 -0.047
C -4.06662 -3.56561 2.18586 1.3 0.2 0.0 -0.071
C -2.73030 -3.72407 2.60040 -1.1 -0.9 1.0 -0.094
C -1.70918 -3.49409 1.70694 0.6 -0.3 -0.2 -0.209
C 0.44449 -4.48885 -0.52452 -0.2 -1.1 0.0 -0.407
C -0.11154 -5.72148 -0.08706 -0.3 1.0 0.5 -0.090
C 0.68575 -6.81570 0.09845 1.7 -0.1 -1.2 -0.059
C 2.03227 -6.77225 -0.34781 -0.5 0.7 -0.2 -0.046
C 2.57693 -5.60048 -0.87427 -1.0 0.4 0.3 -0.043
C 1.77580 -4.43255 -0.91292 0.9 -0.7 0.1 -0.099
C -1.27526 0.83427 -1.51751 0.1 0.6 1.4 -0.303
C -2.40737 0.11263 -1.21707 -2.0 -0.1 -0.3 -0.210
C -3.48733 0.79828 -0.55093 0.0 -2.1 -0.5 -0.140
C -3.27439 2.02444 0.00919 -0.9 1.1 1.7 -0.136
C -2.10725 2.76611 -0.20559 -0.4 -1.7 -0.8 -0.084
C -1.17595 2.21154 -1.07102 -0.2 -1.0 -0.2 -0.404
P 0.14827 3.12525 -1.82833 0.8 2.4 0.1 1.116
C -0.07989 4.80620 -0.95895 0.9 -1.2 -0.7 -0.324
C -0.94691 5.82200 -1.34238 0.3 -0.3 0.3 -0.094
C -0.95849 7.01354 -0.64814 -1.1 0.6 0.3 -0.071
C -0.17099 7.13953 0.48453 0.5 1.7 -0.1 -0.072
C 0.78448 6.18818 0.78486 -0.3 0.9 0.4 -0.095
C 0.84592 5.05309 0.06443 -0.3 -1.8 -0.7 -0.120
C -0.59363 3.49192 -3.46145 -0.5 -0.1 -0.7 -0.392
C -1.96730 3.62259 -3.71933 0.2 -0.3 0.5 -0.082
C -2.38273 3.87117 -5.03876 0.9 -0.1 2.7 -0.103
C -1.51423 3.97898 -6.07930 -0.2 0.1 -2.0 -0.092
C -0.13398 3.79231 -5.88783 0.3 0.1 0.2 -0.048
C 0.29187 3.58012 -4.54944 -0.5 0.0 -1.2 -0.114
C 1.82779 -0.61506 -1.88076 0.4 -0.1 1.0 -0.336
C 2.49316 -0.90742 -3.02241 1.7 -0.4 -2.5 -0.120
C 3.84940 -1.20306 -3.04790 -0.4 0.1 0.4 -0.025
C 4.51548 -1.26369 -1.82277 2.2 -0.7 -1.9 -0.068
C 3.89340 -0.95875 -0.64921 -1.0 0.2 1.1 -0.072
C 2.51533 -0.64022 -0.68605 0.6 0.0 0.8 -0.414
P 1.61406 -0.01768 0.74626 0.6 0.1 0.8 0.952
C 2.40197 1.60389 0.99080 -0.9 -0.1 2.3 -0.369
C 3.33881 2.14903 0.14653 -0.2 1.6 1.1 -0.088
C 3.97667 3.34235 0.52462 0.7 0.4 -0.8 -0.059
C 3.71764 3.91127 1.75690 0.1 0.9 0.6 -0.089
C 2.71079 3.42421 2.60937 0.6 -0.3 -0.6 -0.086
C 2.06176 2.25572 2.23729 -0.4 0.4 -0.5 -0.132
C 2.21252 -1.00762 2.22982 0.2 -0.5 -0.8 -0.361
C 2.07422 -2.40864 2.11032 -0.2 0.4 -0.6 -0.104
C 2.37544 -3.24889 3.17486 -0.4 -1.2 -0.8 -0.062
C 2.87681 -2.74228 4.33890 -0.3 0.1 0.6 -0.081
C 3.05622 -1.40702 4.43823 0.1 1.8 -1.6 -0.079
C 2.78135 -0.51137 3.39293 -0.3 -1.1 0.0 -0.069
H -1.09654 -0.71744 -5.13501 -0.2 -0.7 0.3 0.121
H -1.95103 -2.86084 -6.19420 0.4 0.1 0.0 0.116
H -2.00517 -5.06051 -4.89659 0.8 1.6 -0.1 0.141
H -1.43191 -5.07420 -2.61746 0.3 1.3 -0.4 0.133
H -3.45851 -2.71301 -1.03848 -0.7 0.3 -0.9 0.097
H -5.34651 -3.01427 0.61909 -0.5 0.1 -0.3 0.115
H -4.84357 -3.81183 2.86940 -0.6 -0.1 0.3 0.111
H -2.64565 -4.20040 3.61507 0.6 0.8 -1.1 0.140
H -0.65800 -3.66647 1.99951 -0.6 0.0 -0.1 0.107
H -1.16525 -5.78740 0.18307 0.2 0.1 -0.1 0.111
H 0.33713 -7.78023 0.40238 -0.5 -0.2 0.4 0.107
H 2.59489 -7.68500 -0.35268 0.3 -0.2 0.2 0.105
H 3.58222 -5.52795 -1.27377 0.0 -0.3 0.2 0.111
H 2.25819 -3.50685 -1.24382 -0.4 -0.2 0.0 0.097
H -2.58288 -0.94410 -1.61305 0.4 1.8 0.6 0.096
H -4.47883 0.31313 -0.52390 0.6 0.3 0.3 0.124
H -4.03395 2.50941 0.67619 0.4 -0.6 -0.9 0.135
H -2.09043 3.75557 0.17283 0.5 0.8 0.2 0.104
H -1.63436 5.75227 -2.14866 -0.3 -0.5 -0.7 0.091
H -1.68914 7.79049 -0.98890 0.9 -0.6 0.6 0.130
H -0.13598 8.09066 1.02201 -0.3 -0.3 -0.1 0.114
H 1.53126 6.32200 1.53364 0.2 0.4 0.7 0.100
H 1.60541 4.32862 0.35419 -0.3 0.0 -0.5 0.062
H -2.72723 3.51235 -2.88939 0.9 0.2 -1.1 0.123
H -3.39055 4.09763 -5.10622 -1.9 0.1 -0.8 0.083
H -2.07294 4.17715 -7.04731 1.5 -0.2 0.9 0.134
H 0.61534 3.82185 -6.75033 -1.2 0.0 1.5 0.132
H 1.33380 3.38624 -4.38814 0.4 0.1 0.2 0.088
H 2.01952 -0.85158 -3.99995 -0.2 0.0 0.2 0.112
H 4.35338 -1.32717 -4.01418 -0.1 -0.2 0.6 0.128
H 5.58892 -1.56814 -1.93112 -1.0 0.5 0.8 0.135
H 4.44272 -0.93591 0.30620 -0.3 -0.1 -0.5 0.133
H 3.48642 1.76090 -0.81410 0.4 -0.7 -1.2 0.092
H 4.66000 3.87161 -0.19815 -0.7 -0.8 1.0 0.140
H 4.26109 4.81037 2.09578 -0.3 -0.5 -0.5 0.124
H 2.48500 3.98402 3.52040 0.0 -0.4 -0.2 0.117
H 1.23528 1.93649 2.92065 0.7 -0.2 -0.9 0.093
H 1.82439 -2.76661 1.09759 -0.2 -0.3 0.8 0.068
H 2.23895 -4.32768 3.14719 0.0 0.1 -0.6 0.119
H 3.13363 -3.29831 5.21467 0.0 -0.8 0.1 0.118
H 3.53234 -1.03035 5.27293 0.8 0.8 1.8 0.095
H 3.07703 0.50598 3.42523 0.1 0.8 0.4 0.085
N -1.98863 2.73323 4.44077 1.1 -0.9 -0.4 0.135
C -1.85415 1.36824 4.65592 -0.7 2.2 0.1 -0.380
C -3.00735 0.58656 4.51559 0.8 0.5 -0.3 -0.095
C -2.88527 -0.75968 4.59848 -0.8 -2.0 -0.1 -0.156
C -1.62674 -1.29610 4.87485 0.7 0.0 -0.2 -0.149
C -0.47826 -0.50184 5.02703 -0.1 0.5 1.3 -0.090
C -0.60352 0.89070 4.99686 -0.1 -1.6 -0.8 -0.051
H -1.28987 3.26791 4.89351 0.6 0.7 0.3 0.094
H -2.87674 3.11119 4.56624 -1.7 0.7 0.2 0.082
H -3.94242 1.07324 4.39251 -0.7 0.3 -0.3 0.121
H -3.77979 -1.44604 4.43202 1.3 1.0 0.5 0.145
H -1.56315 -2.33496 5.05731 0.2 -1.0 0.0 0.094
H 0.49226 -0.84876 5.41069 -0.6 -0.5 -0.6 0.118
H 0.23832 1.53899 5.19985 -0.1 0.1 -0.1 0.127


No. 2
127
Properties=species:S:1:pos:R:3:forces:R:3:mulliken_spin:R:1 method="wB97M-V/def2-TZVPD" homo_lumo_gap_ev="6.153 / 6.511" energy_ha=-2548.50228 e_above_lowest_kcal_mol=0.00 charge=-1 spin_multiplicity=6 s_squared=8.783 molar_mass_g_mol=895.20
Ru -1.35899 0.20654 1.27073 -0.2 0.3 -0.3 3.318
C -3.81717 -1.13167 -0.23091 0.0 0.0 0.0 -0.004
O -2.49560 -1.59009 0.02482 0.2 -0.1 -0.1 0.081
C -1.59937 -1.91284 -0.98737 0.0 -0.1 0.0 0.012
C -1.61890 -1.42185 -2.28923 0.0 0.0 -0.1 -0.011
C -2.61326 -0.46540 -2.92124 0.0 0.0 -0.1 0.003
C -2.10383 0.95834 -3.02600 0.0 0.1 0.0 0.000
C -2.21803 1.57614 -4.26644 0.1 0.0 0.0 -0.002
C -1.71286 2.84029 -4.53303 0.0 0.0 0.0 0.006
C -1.00832 3.43805 -3.49377 0.1 -0.1 0.0 -0.002
C -0.86297 2.87146 -2.23558 0.0 -0.1 0.0 0.003
C 0.00848 3.64083 -1.25742 0.0 0.1 0.0 0.005
C 1.00891 2.83919 -0.44745 0.0 0.0 0.0 -0.027
C 2.20977 2.56220 -1.11542 0.0 0.0 0.0 -0.002
C 3.25187 1.85136 -0.55498 0.0 0.0 0.0 0.001
C 3.07332 1.40445 0.75203 0.0 0.0 0.0 0.002
C 1.89905 1.61232 1.44260 0.0 0.0 0.0 -0.032
C 1.75249 0.98701 2.80722 0.0 -0.1 0.0 -0.001
C 1.24479 -0.45338 2.87537 0.0 0.0 -0.1 0.029
C 1.26299 -1.07201 4.11132 0.0 0.0 0.0 -0.029
C 0.75126 -2.34964 4.32938 0.0 0.0 0.0 0.058
C 0.23039 -3.01267 3.22737 0.0 0.0 0.0 -0.016
C 0.18987 -2.44757 1.95784 0.1 0.1 -0.1 0.069
C -0.47288 -3.27223 0.85559 0.0 0.0 0.0 -0.016
C -0.54313 -2.72207 -0.54949 0.0 0.0 0.0 -0.025
C 0.47705 -3.04444 -1.42952 0.0 0.0 0.0 0.006
C 0.49772 -2.57497 -2.73634 0.0 0.0 0.0 0.002
C -0.56946 -1.78792 -3.13122 0.0 0.0 0.0 -0.004
C 1.62989 -2.86962 -3.71759 0.0 0.0 0.0 0.000
C 2.76497 -3.66016 -3.06567 0.0 0.0 0.0 0.000
C 2.20801 -1.54535 -4.23759 0.0 0.0 0.0 0.001
C 1.08602 -3.68427 -4.89928 0.0 0.0 0.0 0.001
C 0.68776 -1.13526 1.75467 0.0 -0.1 0.3 0.056
O 0.52001 -0.51460 0.60008 0.0 0.0 0.0 0.122
C 0.75058 -2.93544 5.73958 0.0 0.0 0.0 0.000
C 0.05462 -1.96219 6.70161 0.0 0.0 0.0 0.004
C 2.19740 -3.16128 6.20017 0.0 0.0 0.0 0.006
C 0.00338 -4.26805 5.80563 0.0 0.0 0.0 0.002
C 0.86857 2.35816 0.84620 0.0 0.0 0.1 0.026
O -0.27225 2.42222 1.63610 0.2 -0.1 -0.1 0.082
C -1.27118 3.42332 1.47662 0.0 0.0 0.0 -0.001
C 4.54809 1.53332 -1.29541 0.0 0.0 0.0 -0.001
C 4.78138 0.01578 -1.28744 0.0 0.0 0.0 -0.001
C 5.72119 2.22865 -0.59125 0.0 0.0 0.0 0.000
C 4.51001 1.99946 -2.75146 0.0 0.0 0.0 0.000
C -1.50616 1.63530 -1.92845 0.0 0.0 0.1 0.025
O -1.54870 1.15368 -0.71804 -0.1 0.1 0.0 0.235
C -1.83976 3.53967 -5.88423 0.0 0.0 0.0 -0.001
C -2.54516 4.89122 -5.70105 0.0 0.0 0.0 0.000
C -0.44675 3.78064 -6.48394 0.0 0.0 0.0 0.001
C -2.65034 2.71594 -6.88598 0.0 0.0 0.0 0.000
H -4.33801 -1.82001 -0.90053 0.0 0.0 0.0 -0.001
H -3.81067 -0.12042 -0.63248 0.0 0.0 0.0 -0.001
H -4.30293 -1.10354 0.73962 0.0 -0.1 0.0 0.004
H -3.60622 -0.52205 -2.49253 0.0 0.1 0.1 -0.005
H -2.73677 -0.81120 -3.95103 -0.1 0.0 0.0 0.001
H -2.71044 1.01599 -5.05381 0.0 0.0 0.0 0.000
H -0.52036 4.39371 -3.66828 0.0 0.0 0.0 0.000
H -0.58106 4.30832 -0.63848 -0.1 0.0 0.1 -0.003
H 0.61422 4.30781 -1.87569 0.0 0.1 0.0 0.001
H 2.28662 2.92716 -2.13240 0.0 0.0 0.0 0.000
H 3.84985 0.82803 1.24392 0.0 0.0 0.0 -0.001
H 1.10746 1.60357 3.43782 0.0 0.0 0.0 0.011
H 2.74254 0.99665 3.27209 0.0 0.0 0.0 0.001
H 1.66573 -0.50993 4.94948 0.0 0.0 0.0 0.002
H -0.20127 -4.00045 3.34559 0.0 0.0 0.0 0.000
H -1.48294 -3.52398 1.19040 0.0 0.0 0.0 0.000
H 0.07119 -4.21937 0.79192 0.0 0.0 0.0 0.003
H 1.28479 -3.65660 -1.04886 0.0 0.0 0.0 0.000
H -0.59509 -1.38527 -4.13902 0.0 0.0 0.0 0.000
H 3.20188 -3.10995 -2.22991 0.0 0.0 0.0 0.000
H 3.55233 -3.84274 -3.80063 0.0 0.0 0.0 0.000
H 2.42041 -4.62852 -2.69773 0.0 0.0 0.0 0.000
H 2.56799 -0.93522 -3.40737 0.0 0.0 0.0 0.000
H 1.45894 -0.96124 -4.77301 0.0 0.0 0.0 0.000
H 3.04185 -1.73574 -4.91900 0.0 0.0 0.0 0.000
H 0.67815 -4.63628 -4.55333 0.0 0.0 0.0 0.000
H 1.88184 -3.89000 -5.62075 0.0 0.0 0.0 0.000
H 0.28976 -3.14532 -5.41468 0.0 0.0 0.0 0.000
H 0.58355 -1.01033 6.76427 0.0 0.0 0.0 -0.001
H 0.01698 -2.38971 7.70795 0.0 0.0 0.0 0.000
H -0.96534 -1.75592 6.37331 0.0 0.0 0.0 0.000
H 2.75978 -2.22595 6.18950 0.0 0.0 0.0 -0.001
H 2.70667 -3.86740 5.54056 0.0 0.0 0.0 0.000
H 2.21889 -3.56081 7.21830 0.0 0.0 0.0 0.000
H -1.04042 -4.14307 5.50935 0.0 0.0 0.0 0.000
H 0.02220 -4.64789 6.82980 0.0 0.0 0.0 0.000
H 0.46194 -5.02206 5.16239 0.0 0.0 0.0 0.000
H -0.82263 4.41837 1.52536 0.0 0.0 0.0 0.000
H -1.94878 3.27716 2.31142 0.0 0.0 0.0 0.008
H -1.82563 3.28442 0.55156 0.0 0.0 0.0 -0.002
H 4.88688 -0.37076 -0.27350 0.0 0.0 0.0 0.000
H 5.69177 -0.23051 -1.84073 0.0 0.0 0.0 0.000
H 3.93997 -0.50238 -1.75055 0.0 0.0 0.0 0.001
H 5.80170 1.90755 0.44834 0.0 0.0 0.0 0.000
H 5.58504 3.31202 -0.59809 0.0 0.0 0.0 0.000
H 6.66310 1.99447 -1.09529 0.0 0.0 0.0 0.000
H 3.69766 1.51882 -3.30016 0.0 0.0 0.0 0.000
H 5.45104 1.74157 -3.24284 0.0 0.0 0.0 0.000
H 4.38129 3.08111 -2.82384 0.0 0.0 0.0 0.000
H -1.99291 5.53473 -5.01506 0.0 0.0 0.0 0.000
H -3.54575 4.74556 -5.28947 0.0 0.0 0.0 0.000
H -2.63558 5.41246 -6.65876 0.0 0.0 0.0 0.000
H 0.16607 4.39713 -5.82508 0.0 0.0 0.0 0.000
H -0.52566 4.28875 -7.44971 0.0 0.0 0.0 0.000
H 0.07245 2.83170 -6.63205 0.0 0.0 0.0 0.000
H -3.65981 2.52416 -6.51710 0.0 0.0 0.0 0.000
H -2.17227 1.75667 -7.09324 0.0 0.0 0.0 0.000
H -2.73191 3.26097 -7.82952 0.0 0.0 0.0 0.000
C -2.11924 2.23345 4.73364 -0.1 0.0 0.0 0.027
C -2.66008 0.87001 5.04664 0.0 0.0 -0.1 0.086
C -2.98123 0.52517 6.34918 0.0 0.0 0.0 -0.056
C -3.48627 -0.72765 6.67017 0.0 0.0 0.0 0.099
C -3.64148 -1.65580 5.64718 0.0 0.0 0.0 -0.052
C -3.32875 -1.35428 4.33241 0.0 0.0 -0.1 0.079
C -3.47561 -2.39563 3.26327 0.0 0.0 0.0 0.014
C -2.84908 -0.05696 3.98125 0.0 -0.2 0.5 -0.145
N -2.58879 0.28460 2.70676 0.0 0.1 -0.2 0.907
H -1.87335 2.77379 5.64953 0.0 0.0 0.0 0.001
H -2.86102 2.82342 4.18373 0.1 0.0 0.0 0.001
H -1.22861 2.16837 4.10493 0.0 0.0 0.0 0.006
H -2.82381 1.25837 7.13468 0.0 0.0 0.0 0.000
H -3.73053 -0.98292 7.69357 0.0 0.0 0.0 0.010
H -4.01153 -2.65074 5.87725 0.0 0.0 0.0 0.000
H -3.81449 -3.34174 3.68948 0.0 0.0 0.0 0.001
H -2.52062 -2.55360 2.75863 0.0 0.0 0.0 0.018
H -4.19039 -2.09271 2.49708 0.0 0.0 0.0 0.006